Formula: C4H11N2
Source: OMol25
Level of theory: the ωB97M-V functional and the def2-TZVPD basis

Properties
DFT total energy   -267.641972 Ha
Kohn-Sham gap (spin up / spin down)   11.336 / 4.006 eV
Max |F|   5.5 eV/Å
LUMO (spin up / spin down)   -9.89 / -15.59 eV
Expectation value of S²   0.7664
Charge   +2
Multiplicity   2

Structure (XYZ):
```
17
Properties=species:S:1:pos:R:3:forces:R:3:mulliken_spin:R:1
C -1.135 1.800 0.773 0.524 0.786 -0.377 0.09
C -1.253 1.286 -0.616 3.962 -1.953 1.945 0.05
C -0.538 -0.102 -0.900 -0.547 0.161 1.147 0.03
N 2.374 -1.999 0.327 -5.384 -0.504 1.163 0.25
C 0.972 -1.819 0.193 3.012 -1.295 -0.557 -0.08
N 0.485 -0.625 0.127 1.859 4.979 -0.821 0.18
H -0.131 1.711 1.171 -0.004 -0.328 0.792 0.02
H -1.395 2.874 0.777 -0.360 -0.287 0.258 0.03
H -1.944 1.308 1.444 0.811 0.402 -0.113 0.13
H -0.950 2.085 -1.320 -0.407 -0.040 -0.568 0.10
H -2.277 1.173 -0.606 -3.180 -0.476 -1.603 0.09
H -0.035 -0.077 -1.937 -0.610 -0.507 1.277 0.05
H -1.291 -0.935 -0.786 0.150 0.720 -1.061 0.05
H 2.706 -2.644 1.018 0.405 -1.034 -0.174 -0.01
H 2.997 -1.528 -0.268 1.083 1.319 -0.557 -0.01
H 0.209 -2.573 0.018 0.608 -1.041 0.489 0.01
H 1.206 0.064 0.585 -1.924 -0.901 -1.239 0.00
```
Forces are in eV/Å.

***

Formula: C16H19N3O3
Source: OMol25
Level of theory: the ωB97M-V functional and the def2-TZVPD basis

Properties
SMILES   N[C@@H](Cc1c[nH]c2ccccc12)C(=O)N1CCC[C@H]1C(=O)O
DFT total energy   -1010.982623 Ha
Kohn-Sham gap   8.293 eV
Max |F|   5.7 eV/Å
LUMO   0.49 eV

Structure (XYZ):
```
41
Properties=species:S:1:pos:R:3:forces:R:3:nbo_charge:R:1
C 0.909 0.502 -1.891 0.126 -3.241 2.613 -0.12
C 1.907 -0.195 -0.715 -1.379 0.627 -3.708 0.71
C -0.358 1.151 -1.341 0.210 1.422 -0.608 -0.43
C -1.371 0.355 -0.674 -0.035 -2.397 3.459 -0.10
C -1.220 -0.181 0.627 -4.908 0.359 -2.891 0.00
C -2.691 -0.013 -1.117 -0.128 -1.469 -0.113 -0.10
C -3.361 -0.700 -0.088 2.892 0.900 3.486 0.16
C -3.334 -0.213 -2.333 1.216 1.684 -0.681 -0.18
C -4.599 -1.258 -0.030 -2.058 -0.387 -2.933 -0.27
C -4.611 -0.584 -2.385 -1.064 -1.471 2.668 -0.25
C -5.269 -1.132 -1.257 0.096 0.610 -0.597 -0.19
C 3.190 0.243 1.173 0.115 -0.516 3.062 -0.14
C 2.683 -0.569 2.431 -2.943 -0.288 -4.243 0.80
C 3.728 1.502 1.761 4.331 0.084 -2.015 -0.42
C 2.630 2.505 1.690 -1.118 2.495 -2.376 -0.42
C 2.079 2.109 0.219 2.504 1.288 0.145 -0.19
H -0.469 -1.035 -2.488 2.814 0.673 0.010 0.39
H 1.311 -1.380 -2.680 -1.678 0.927 0.425 0.41
H 1.361 1.198 -2.563 1.050 0.675 -0.021 0.20
H -0.836 1.457 -2.247 -0.368 0.750 -0.768 0.23
H -0.191 2.073 -0.745 -0.230 -0.712 -0.835 0.20
H -0.502 -0.090 1.337 2.151 0.252 1.527 0.22
H -2.637 -1.378 1.742 0.115 -0.561 0.934 0.40
H -2.959 -0.088 -3.311 1.313 0.804 -0.746 0.21
H -4.989 -1.890 0.743 0.024 0.181 0.541 0.22
H -5.071 -0.661 -3.303 -1.077 -0.094 -1.828 0.20
H -6.261 -1.408 -1.573 -0.439 -0.625 1.087 0.21
H 3.997 -0.315 0.784 0.687 -0.881 -0.674 0.24
H 4.456 1.088 2.562 -1.389 1.913 -0.528 0.26
H 4.401 1.855 0.826 -0.699 -0.445 2.389 0.20
H 2.920 3.604 1.461 0.014 -1.760 1.152 0.23
H 1.814 2.529 2.415 0.208 -0.416 0.115 0.22
H 1.075 2.467 0.000 0.696 -0.109 0.308 0.22
H 2.884 2.595 -0.555 -2.079 -0.984 1.543 0.18
H 1.054 -1.036 3.114 -0.672 -0.496 0.222 0.49
N 0.542 -0.669 -2.600 -1.817 -1.772 -2.063 -0.89
N -2.488 -0.713 1.032 1.213 1.029 -2.631 -0.54
N 2.246 0.663 0.214 0.078 0.218 1.379 -0.46
O 2.297 -1.352 -0.824 -0.307 1.153 0.676 -0.63
O 3.240 -1.190 3.257 1.296 0.112 1.229 -0.56
O 1.296 -0.668 2.259 1.243 0.468 1.290 -0.72
```
Forces are in eV/Å.